[1]
Formula: C4H8O2
Source: OMol25
Level of theory: the ωB97M-V functional and the def2-TZVPD basis

CARTESIAN COORDINATES (ANGSTROEM)
1 C 1.40065 -1.51112 -0.93122
2 C 0.23926 -0.98657 -0.14180
3 C 0.32003 -0.58854 1.12696
4 O -0.68503 -0.02045 1.85059
5 H 1.61432 -0.85616 -1.78604
6 H 2.30876 -1.56608 -0.32117
7 H 1.20042 -2.50956 -1.33687
8 H -0.71193 -0.88453 -0.66298
9 H 1.22774 -0.67606 1.72081
10 H -1.40761 0.15837 1.22677
11 C -1.36774 2.36899 -0.18685
12 O -1.88662 1.30612 -0.43489
13 H -1.71905 3.30630 -0.65214
14 H -0.53320 2.45930 0.52883

Force components x, y, z for each atom (eV/Å):
C 0.107 -0.045 -0.022
C 0.018 0.099 0.165
C 0.247 -0.121 -0.215
O -0.206 -0.019 -0.157
H -0.013 -0.120 0.121
H -0.136 -0.011 -0.071
H 0.031 0.117 0.069
H 0.145 -0.003 0.093
H -0.073 -0.002 -0.146
H 0.029 -0.001 0.116
C -0.235 -0.315 -0.053
O 0.082 0.622 0.186
H 0.025 -0.092 -0.081
H -0.020 -0.110 -0.006

The spin multiplicity is 1. For the HOMO energy, the calculation gives -8.407 eV. Its total energy is -8371.1236 eV. As for the SMILES: C/C=C/O.C=O. As for the LUMO energy: 0.45 eV.

---

[2]
Formula: H18O9
Source: OMol25
Level of theory: the ωB97M-V functional and the def2-TZVPD basis

CARTESIAN COORDINATES (ANGSTROEM)
1 O -9.86190 3.89759 -25.16451
2 H -10.30730 4.63787 -24.77008
3 H -9.21980 4.29154 -25.77796
4 O -7.17635 5.64808 -26.24903
5 H -7.07650 6.03812 -25.42596
6 H -6.74950 6.29491 -26.79461
7 O -8.39858 3.15322 -23.16710
8 H -8.34573 2.21640 -23.30563
9 H -9.10037 3.50453 -23.74130
10 O -13.29125 4.73894 -24.02086
11 H -14.13521 5.07670 -23.78109
12 H -12.73797 5.20348 -23.38602
13 O -9.51369 1.23448 -26.30504
14 H -8.62006 0.99660 -26.07275
15 H -9.57331 2.16463 -26.49613
16 O -9.93805 6.44816 -24.00983
17 H -10.11995 7.39066 -24.17521
18 H -9.20508 6.30154 -23.42517
19 O -11.59706 2.80168 -22.81128
20 H -11.39967 2.11902 -23.46036
21 H -12.10971 3.43916 -23.27845
22 O -11.85321 6.05039 -22.24342
23 H -11.53737 5.67324 -21.43749
24 H -11.12987 6.16493 -22.86123
25 O -6.40584 3.33181 -25.01146
26 H -7.20476 3.43806 -24.49000
27 H -6.44581 4.11132 -25.55970

Force components x, y, z for each atom (eV/Å):
O 0.344 -0.300 -0.961
H -0.610 0.760 -0.001
H -0.144 0.059 0.198
O -0.608 -0.890 -1.972
H 0.108 0.956 2.891
H 0.328 0.333 -1.029
O 0.484 1.015 0.773
H -0.239 -0.665 -0.092
H -0.088 -0.754 -0.036
O 0.605 -0.474 -0.801
H -1.345 0.153 0.055
H 0.363 0.350 0.526
O -0.713 -0.927 -0.049
H 0.456 0.340 -0.036
H 0.253 0.401 0.148
O -0.786 0.346 -0.951
H 0.550 -0.488 0.314
H 0.751 0.421 0.450
O 0.955 -0.839 0.685
H 0.009 0.014 -0.004
H -1.063 0.574 -0.693
O -1.133 0.627 -0.021
H 0.428 -0.516 0.672
H 0.605 -0.011 -0.042
O 0.365 -0.235 -0.239
H -0.244 -0.384 0.863
H 0.370 0.135 -0.650

The spin multiplicity is 1. For the HOMO energy, the calculation gives -10.609 eV. Its total energy is -18719.6563 eV. As for the SMILES: O.O.O.O.O.O.O.O.O. As for the LUMO energy: -0.47 eV.

---

[3]
Formula: C4H8N2
Source: OMol25
Level of theory: the ωB97M-V functional and the def2-TZVPD basis

CARTESIAN COORDINATES (ANGSTROEM)
1 C 2.50664 -0.30522 0.04992
2 C 1.19443 0.51443 -0.10221
3 C -0.03683 -0.02146 -0.19361
4 C -1.12301 0.85676 0.04211
5 N -2.35760 0.61323 0.03099
6 N -2.83949 -0.65354 -0.12528
7 H 3.09830 -0.01959 -0.90114
8 H 3.21310 -0.12784 0.93475
9 H 2.43308 -1.44748 0.13461
10 H 1.28789 1.66031 -0.18051
11 H -0.16082 -1.13773 -0.35434
12 H -0.91510 1.93844 0.11642
13 H -2.45204 -1.39671 0.52540
14 H -3.84855 -0.47360 0.02289

Force components x, y, z for each atom (eV/Å):
C 1.130 -0.199 -1.114
C 1.119 -0.121 0.572
C 1.929 -1.561 0.369
C -0.751 1.464 -0.993
N -0.451 0.796 0.460
N -1.070 -1.008 0.680
H -0.456 -0.806 1.498
H -1.360 0.670 -1.077
H -0.593 1.636 -0.643
H -0.029 -1.893 0.585
H 0.044 1.504 0.519
H 0.195 -0.581 0.072
H -0.612 1.323 -0.960
H 0.905 -1.224 0.032

The spin multiplicity is 1. For the HOMO energy, the calculation gives -8.141 eV. Its total energy is -7255.3325 eV. As for the SMILES: C/C=C/C=N\N. As for the LUMO energy: 0.90 eV.

---

[4]
Formula: C3H9N2
Source: OMol25
Level of theory: the ωB97M-V functional and the def2-TZVPD basis

CARTESIAN COORDINATES (ANGSTROEM)
1 C -1.41296 1.17507 -0.07222
2 C -0.05546 0.54297 -0.04695
3 N 0.75465 0.29074 1.25026
4 C 0.54659 -0.32754 -0.92336
5 N 0.44594 -1.70477 -0.82135
6 H -1.83169 1.08587 0.93083
7 H -1.37180 2.15021 -0.51929
8 H -2.03351 0.47766 -0.69128
9 H 0.50668 -0.63471 1.63549
10 H 1.72294 0.33712 0.92015
11 H 0.66209 0.98731 2.06309
12 H 1.45471 0.01753 -1.32187
13 H -0.41637 -2.40274 -0.79929
14 H 1.02819 -1.99472 -1.60422

Force components x, y, z for each atom (eV/Å):
C -0.005 -3.108 0.636
C -1.079 1.137 1.517
N -0.461 3.144 0.171
C -0.901 -1.716 1.992
N -1.770 -1.040 -3.454
H -0.436 0.773 -0.068
H -0.251 0.484 0.103
H 0.117 0.829 0.154
H 0.418 0.110 -0.374
H 0.289 -0.483 0.594
H 0.051 -0.868 -1.513
H 2.160 -0.590 -0.206
H 1.702 2.464 0.265
H 0.166 -1.136 0.183

The spin multiplicity is 1. For the HOMO energy, the calculation gives -11.557 eV. Its total energy is -6225.8517 eV. As for the SMILES: C/C([NH3+])=C/N. As for the LUMO energy: -5.17 eV. The net charge is +1.